# 1
The following is a DFT calculation (ωB97M-V/def2-TZVPD) of 6 unconnected molecules or ions with the total composition H11O6 in a non-equilibrium geometry.

Geometry (Å):
O: -1.132 1.660 0.121
H: -1.132 1.866 1.058
O: 0.086 3.307 -1.613
H: -0.192 2.864 -0.750
H: -0.692 3.894 -1.633
O: -2.086 -0.667 0.193
H: -2.990 -0.427 0.469
H: -1.746 0.243 0.003
O: 1.247 0.854 -1.333
H: 1.251 1.700 -1.726
H: 0.380 1.103 -0.806
O: 0.655 -2.402 2.757
H: -0.009 -1.723 2.649
H: 0.900 -2.762 1.904
O: 1.999 -3.327 -0.112
H: 1.642 -3.802 -0.872
H: 1.819 -2.379 -0.310

Forces on atoms 1 to 3 (eV/Å):
O 0.44 0.79 -0.40
H 0.12 -0.12 0.08
O -0.92 0.98 0.94

Summary:
LUMO energy in hartree: 0.1299
Net charge: -1
Molecular weight in g mol⁻¹: 107.08
Relative energy (zero: lowest compared OMol25 entry of this formula, charge and spin) in kJ/mol: 113.4
HOMO energy in eV: -5.0

Per-atom Mulliken charges, elementary charge units: number 1, O, carries -1.119; number 2, H, carries 0.160; number 3, O, carries -0.726; number 4, H, carries 0.387; number 5, H, carries 0.277; number 6, O, carries -0.688; number 7, H, carries 0.273; number 8, H, carries 0.351; number 9, O, carries -0.728; number 10, H, carries 0.405; number 11, H, carries 0.415; number 12, O, carries -0.673; number 13, H, carries 0.340; number 14, H, carries 0.333; number 15, O, carries -0.687; number 16, H, carries 0.313; number 17, H, carries 0.367

---

# 2
The following is a DFT calculation (ωB97M-V/def2-TZVPD) of a molecular structure, H12LiO6 in a non-equilibrium geometry.

Geometry (Å):
Li: 0.067 0.252 0.215
O: -1.074 -0.987 0.265
H: -0.278 -1.509 0.363
H: -1.469 -0.986 1.137
O: 0.252 0.457 1.719
H: -0.199 1.292 1.842
H: 0.904 0.431 2.420
O: 1.029 1.820 0.186
H: 0.601 2.666 0.051
H: 1.564 1.944 0.970
O: -1.696 -0.959 -1.829
H: -2.483 -1.410 -1.523
H: -1.060 -1.082 -1.124
O: -0.155 0.522 -1.256
H: -0.854 0.159 -1.799
H: 0.630 0.460 -1.800
O: 1.041 -0.887 0.080
H: 1.625 -0.858 -0.678
H: 1.554 -1.324 0.760

Forces on atoms 1 to 3 (eV/Å):
Li -1.64 3.05 0.35
O -3.40 -1.92 4.47
H -0.40 -0.89 0.17

Summary:
LUMO energy in hartree: -0.1423
Net charge: +1
Molecular weight in g mol⁻¹: 115.03
Relative energy (zero: lowest compared OMol25 entry of this formula, charge and spin) in kJ/mol: 728.9
HOMO energy in eV: -14.7

Per-atom Mulliken charges, elementary charge units: number 1, Li, carries 0.682; number 2, O, carries -0.747; number 3, H, carries 0.423; number 4, H, carries 0.325; number 5, O, carries -0.637; number 6, H, carries 0.375; number 7, H, carries 0.274; number 8, O, carries -0.563; number 9, H, carries 0.320; number 10, H, carries 0.320; number 11, O, carries -0.691; number 12, H, carries 0.306; number 13, H, carries 0.594; number 14, O, carries -0.626; number 15, H, carries 0.386; number 16, H, carries 0.299; number 17, O, carries -0.639; number 18, H, carries 0.280; number 19, H, carries 0.317

---

# 3
The following is a DFT calculation (ωB97M-V/def2-TZVPD) of a molecular structure, H12LiO6 in a non-equilibrium geometry.

Geometry (Å):
Li: 0.070 -0.026 0.062
O: -1.935 0.700 -1.053
H: -2.403 -0.129 -1.031
H: -2.409 1.130 -1.762
O: -0.818 0.647 1.843
H: -1.669 1.084 1.754
H: -0.714 0.468 2.732
O: 1.691 -0.716 1.257
H: 2.016 -1.458 0.777
H: 2.481 -0.339 1.563
O: 0.834 -0.634 -2.108
H: 1.687 -0.145 -2.058
H: 0.318 -0.012 -2.585
O: -1.048 -1.710 0.240
H: -0.591 -2.420 0.727
H: -1.453 -2.242 -0.409
O: 0.963 1.989 -0.156
H: 1.195 2.185 0.749
H: 1.785 1.629 -0.542

Forces on atoms 1 to 3 (eV/Å):
Li -0.37 0.34 0.12
O 0.27 -0.06 0.01
H -0.24 -0.72 0.41

Summary:
LUMO energy in hartree: -0.1248
Net charge: +1
Molecular weight in g mol⁻¹: 115.03
Relative energy (zero: lowest compared OMol25 entry of this formula, charge and spin) in kJ/mol: 61.7
HOMO energy in eV: -15.5

Per-atom Mulliken charges, elementary charge units: number 1, Li, carries 0.844; number 2, O, carries -0.546; number 3, H, carries 0.307; number 4, H, carries 0.279; number 5, O, carries -0.472; number 6, H, carries 0.254; number 7, H, carries 0.246; number 8, O, carries -0.572; number 9, H, carries 0.326; number 10, H, carries 0.257; number 11, O, carries -0.619; number 12, H, carries 0.311; number 13, H, carries 0.360; number 14, O, carries -0.554; number 15, H, carries 0.272; number 16, H, carries 0.281; number 17, O, carries -0.638; number 18, H, carries 0.343; number 19, H, carries 0.322

---

# 4
The following is a DFT calculation (ωB97M-V/def2-TZVPD) of 8 unconnected molecules or ions with the total composition H12N2O12 in a non-equilibrium geometry.

Geometry (Å):
N: 1.279 0.213 -0.430
O: 1.336 1.447 -0.498
O: 1.227 -0.489 -1.412
O: 1.289 -0.282 0.713
N: -4.028 -4.499 -2.664
O: -4.000 -5.662 -2.281
O: -3.110 -4.237 -3.524
O: -4.856 -3.673 -2.341
O: 1.390 -5.376 0.766
H: 0.697 -5.445 1.422
H: 1.392 -4.452 0.515
O: 0.368 -0.226 -6.521
H: 0.554 0.670 -6.802
H: 0.549 -0.226 -5.581
O: -3.632 0.091 1.881
H: -3.453 -0.484 1.137
H: -3.763 -0.505 2.619
O: 2.538 4.753 3.562
H: 2.252 4.441 2.704
H: 2.336 5.688 3.557
O: -0.407 0.694 6.217
H: -1.208 0.442 6.675
H: -0.523 0.360 5.328
O: 3.897 5.937 -1.851
H: 3.204 5.287 -1.736
H: 4.671 5.537 -1.455

Forces on atoms 1 to 3 (eV/Å):
N 0.18 0.64 2.10
O 0.07 1.50 -0.84
O -0.07 -1.10 -1.96

Summary:
LUMO energy in hartree: 0.1497
Net charge: -2
Molecular weight in g mol⁻¹: 232.10
HOMO energy in eV: -2.0

Per-atom Mulliken charges, elementary charge units: number 1, N, carries 1.009; number 2, O, carries -0.681; number 3, O, carries -0.649; number 4, O, carries -0.677; number 5, N, carries 0.955; number 6, O, carries -0.653; number 7, O, carries -0.648; number 8, O, carries -0.654; number 9, O, carries -0.661; number 10, H, carries 0.307; number 11, H, carries 0.355; number 12, O, carries -0.651; number 13, H, carries 0.302; number 14, H, carries 0.349; number 15, O, carries -0.646; number 16, H, carries 0.348; number 17, H, carries 0.298; number 18, O, carries -0.648; number 19, H, carries 0.340; number 20, H, carries 0.307; number 21, O, carries -0.647; number 22, H, carries 0.307; number 23, H, carries 0.340; number 24, O, carries -0.664; number 25, H, carries 0.347; number 26, H, carries 0.316

---

# 5
The following is a DFT calculation (ωB97M-V/def2-TZVPD) of 5 unconnected molecules or ions with the total composition H12NO4 in a non-equilibrium geometry.

Geometry (Å):
N: -1.557 -0.769 -0.326
H: -0.715 -0.227 -0.007
H: -1.591 -0.849 -1.350
H: -2.223 -0.051 -0.018
H: -1.953 -1.644 0.087
H: 3.962 1.054 0.416
H: 4.781 0.887 1.722
O: 3.945 1.162 1.347
H: -0.308 -1.207 -3.476
H: -1.146 -2.561 -3.401
O: -0.812 -1.804 -2.912
H: -3.538 2.452 1.345
H: -2.106 2.686 1.372
O: -2.718 1.935 1.321
H: 1.590 0.242 0.423
H: 1.921 -1.094 0.933
O: 1.142 -0.551 0.757

Forces on atoms 1 to 3 (eV/Å):
N -1.18 1.74 0.17
H 0.66 -1.47 0.06
H 0.22 -0.01 -0.17

Summary:
LUMO energy (spin up / spin down) in hartree: 0.0254 / 0.0194
2S+1: 2
Net charge: 0
Molecular weight in g mol⁻¹: 90.10
Relative energy (zero: lowest compared OMol25 entry of this formula, charge and spin) in kJ/mol: 77.6
HOMO energy (spin up / spin down) in eV: -2.8 / -11.5

Per-atom Mulliken charges, elementary charge units: number 1, N, carries -2.127; number 2, H, carries 0.451; number 3, H, carries 0.907; number 4, H, carries 0.489; number 5, H, carries 0.768; number 6, H, carries 0.354; number 7, H, carries 0.314; number 8, O, carries -0.666; number 9, H, carries 0.405; number 10, H, carries 0.357; number 11, O, carries -0.943; number 12, H, carries 0.368; number 13, H, carries 0.395; number 14, O, carries -0.924; number 15, H, carries 0.351; number 16, H, carries 0.364; number 17, O, carries -0.861

---

# 6
The following is a DFT calculation (ωB97M-V/def2-TZVPD) of 5 unconnected molecules or ions with the total composition H12NO4 in a non-equilibrium geometry.

Geometry (Å):
N: 7.938 -16.704 5.009
H: 7.115 -16.126 5.099
H: 7.746 -17.589 4.561
H: 8.476 -16.615 5.859
H: 8.512 -16.220 4.333
O: 5.720 -15.274 5.171
H: 5.304 -15.024 5.995
H: 5.287 -14.734 4.509
O: 9.601 -15.463 3.357
H: 10.139 -14.677 3.446
H: 10.220 -16.151 3.112
O: 6.865 -18.645 3.719
H: 5.972 -18.541 3.392
H: 6.876 -19.516 4.115
O: 9.219 -16.545 7.492
H: 9.084 -16.865 8.384
H: 10.163 -16.621 7.350

Forces on atoms 1 to 3 (eV/Å):
N 0.82 1.08 -0.11
H -0.81 0.01 0.07
H -0.34 -0.77 0.56

Summary:
LUMO energy (spin up / spin down) in hartree: 0.0211 / 0.0199
2S+1: 2
Net charge: 0
Molecular weight in g mol⁻¹: 90.10
Relative energy (zero: lowest compared OMol25 entry of this formula, charge and spin) in kJ/mol: 43.3
HOMO energy (spin up / spin down) in eV: -2.3 / -11.8

Per-atom Mulliken charges, elementary charge units: number 1, N, carries -1.252; number 2, H, carries 0.545; number 3, H, carries 0.771; number 4, H, carries 0.568; number 5, H, carries 0.521; number 6, O, carries -0.924; number 7, H, carries 0.352; number 8, H, carries 0.375; number 9, O, carries -1.343; number 10, H, carries 0.492; number 11, H, carries 0.470; number 12, O, carries -1.059; number 13, H, carries 0.396; number 14, H, carries 0.445; number 15, O, carries -1.259; number 16, H, carries 0.447; number 17, H, carries 0.456

---

# 7
The following is a DFT calculation (ωB97M-V/def2-TZVPD) of 5 unconnected molecules or ions with the total composition H12NO4 in a non-equilibrium geometry.

Geometry (Å):
N: 0.374 1.398 -0.156
H: 0.726 1.140 0.796
H: 1.077 0.973 -0.778
H: -0.482 0.913 -0.460
H: 0.187 2.399 -0.232
H: -1.725 -1.691 2.114
H: -2.386 -0.539 2.934
O: -1.537 -0.874 2.603
H: 2.009 -0.922 -3.025
H: 2.126 0.562 -3.422
O: 2.071 -0.026 -2.655
H: -1.320 -0.976 -2.089
H: -2.589 -0.613 -1.295
O: -1.623 -0.707 -1.219
H: 1.794 -0.604 2.437
H: 0.216 -0.402 2.358
O: 1.081 -0.029 2.089

Forces on atoms 1 to 3 (eV/Å):
N 0.27 -0.79 0.18
H -0.84 0.41 -0.78
H 0.20 0.94 -0.44

Summary:
LUMO energy (spin up / spin down) in hartree: -0.2595 / -0.5838
2S+1: 2
Net charge: +2
Molecular weight in g mol⁻¹: 90.10
Relative energy (zero: lowest compared OMol25 entry of this formula, charge and spin) in kJ/mol: 26.4
HOMO energy (spin up / spin down) in eV: -19.4 / -18.6

Per-atom Mulliken charges, elementary charge units: number 1, N, carries -0.382; number 2, H, carries 0.404; number 3, H, carries 0.315; number 4, H, carries 0.319; number 5, H, carries 0.423; number 6, H, carries 0.390; number 7, H, carries 0.387; number 8, O, carries -0.543; number 9, H, carries 0.374; number 10, H, carries 0.385; number 11, O, carries -0.545; number 12, H, carries 0.321; number 13, H, carries 0.357; number 14, O, carries -0.681; number 15, H, carries 0.422; number 16, H, carries 0.452; number 17, O, carries -0.396